C41H27AsErF6N4O7S4 | wB97M-V/def2-TZVPD

Each line ends with the Löwdin spin population.
Atoms and positions in Å:
Er -0.92 0.24 1.51  3.026
F -3.02 4.73 4.53  0.000
C -3.17 3.82 3.56  0.000
F -2.50 4.29 2.55  0.000
F -4.48 3.71 3.22  0.000
S -2.40 2.34 4.27  0.000
O -2.31 1.32 3.20  -0.002
O -3.24 2.04 5.35  0.000
N -0.97 2.90 4.68  0.000
S 0.38 2.77 3.90  0.000
O 0.28 2.23 2.54  -0.002
O 1.43 2.33 4.72  0.000
C 0.86 4.53 3.60  0.000
F 2.14 4.56 3.26  0.000
F 0.11 5.01 2.65  0.000
F 0.76 5.40 4.66  0.000
S -0.66 -1.94 -2.89  0.000
C -0.97 -3.20 -1.68  0.000
C -0.99 -4.58 -1.79  0.000
C -1.26 -5.41 -0.70  0.000
C -1.40 -4.79 0.54  0.000
C -1.30 -3.37 0.76  0.000
C -1.16 -2.60 -0.40  0.000
N -1.10 -1.17 -0.44  -0.004
C -0.88 -0.72 -1.63  0.000
C -0.72 0.70 -1.81  0.000
C -1.01 1.33 -3.04  0.000
C -0.74 2.69 -3.19  0.000
C -0.36 3.40 -2.07  0.000
C -0.26 2.81 -0.81  -0.001
C -0.46 1.44 -0.62  -0.007
H -0.89 -4.93 -2.81  0.000
H -1.33 -6.47 -0.79  0.000
H -1.54 -5.42 1.46  0.000
H -1.47 -2.93 1.75  0.000
H -1.53 0.78 -3.79  0.000
H -0.90 3.17 -4.15  0.000
H -0.09 4.44 -2.13  0.000
H 0.05 3.46 0.04  0.000
O -3.65 0.66 -1.78  0.000
S -4.15 0.92 -0.47  0.000
O -4.67 2.25 -0.24  0.000
N -3.10 0.38 0.64  -0.003
C -3.67 -0.61 1.39  0.000
O -2.94 -1.17 2.20  -0.002
C -5.06 -0.94 1.05  0.000
C -5.98 -1.90 1.59  0.000
C -7.23 -1.96 0.98  0.000
C -7.63 -1.26 -0.13  0.000
C -6.75 -0.36 -0.73  0.000
C -5.48 -0.25 -0.10  0.000
H -5.69 -2.35 2.51  0.000
H -7.99 -2.61 1.35  0.000
H -8.67 -1.47 -0.45  0.000
H -6.98 0.22 -1.64  0.000
C 2.37 0.82 -4.98  0.000
C 2.32 -0.51 -4.69  0.000
C 2.31 -0.95 -3.38  0.000
C 2.38 -0.05 -2.38  0.000
C 2.38 1.31 -2.64  0.000
C 2.37 1.77 -3.95  0.000
As 2.38 -0.41 -0.48  0.000
C 3.20 -2.14 -0.41  0.000
C 4.44 -2.38 -1.12  0.000
C 5.08 -3.57 -0.99  0.000
C 4.46 -4.61 -0.30  0.000
C 3.18 -4.44 0.17  0.000
C 2.55 -3.22 0.13  0.000
C 3.79 0.79 0.03  0.000
C 3.56 1.61 1.18  0.000
C 4.56 2.37 1.77  0.000
C 5.81 2.51 1.17  0.000
C 6.03 1.77 0.00  0.000
C 5.10 0.87 -0.58  0.000
H 2.45 1.19 -6.00  0.000
H 2.22 -1.19 -5.54  0.000
H 2.39 -2.05 -3.16  0.000
H 2.26 2.06 -1.87  0.000
H 2.38 2.81 -4.15  0.000
H 4.99 -1.55 -1.52  0.000
H 6.11 -3.55 -1.34  0.000
H 4.92 -5.59 -0.24  0.000
H 2.66 -5.22 0.73  0.000
H 1.57 -3.09 0.62  0.000
H 2.54 1.41 1.60  0.000
H 4.32 3.00 2.68  0.000
H 6.65 3.10 1.57  0.000
H 6.99 1.70 -0.48  0.000
H 5.37 0.41 -1.49  0.000
N 0.49 -1.27 2.72  -0.004
C 1.07 -2.20 3.15  0.000

## Properties
E_HOMO (alpha / beta): -5.69 / -5.68 eV
total charge: -1
relative energy (zero: lowest compared OMol25 entry of this formula, charge and spin): 7.40 kcal per mole
multiplicity: 4
gap between HOMO and LUMO (alpha / beta): 7.685 / 7.684 eV
LUMO (alpha / beta): 0.073 / 0.074 Ha
F_max: 3.6 eV Å⁻¹

C41H27IIrN4PS | wB97M-V/def2-TZVPD

Each line ends with the Löwdin charge.
Atoms and positions in Å:
Ir -0.25 -0.41 -0.99  0.890
I -2.49 -0.15 0.50  1.266
C -2.69 -2.12 1.18  -0.568
C -3.93 -2.64 0.95  -0.154
C -4.29 -3.89 1.50  -0.061
C -3.41 -4.53 2.31  -0.021
C -2.12 -4.00 2.56  -0.151
C -1.27 -4.68 3.46  -0.018
C -0.02 -4.22 3.73  -0.046
C 0.46 -3.10 3.02  -0.067
C -0.31 -2.41 2.12  -0.279
P 0.64 -1.25 1.06  0.914
C 2.24 -2.08 0.86  -0.367
C 3.39 -1.73 1.56  -0.092
C 4.58 -2.41 1.33  -0.070
C 4.62 -3.45 0.42  -0.068
C 3.47 -3.82 -0.27  -0.058
C 2.29 -3.13 -0.06  -0.089
C 0.96 0.23 2.05  -0.377
C 0.25 0.52 3.21  -0.095
C 0.47 1.71 3.89  -0.071
C 1.41 2.62 3.42  -0.069
C 2.13 2.34 2.27  -0.062
C 1.90 1.15 1.58  -0.113
C -1.69 -2.80 1.93  -0.183
H -4.65 -2.09 0.37  0.090
H -5.27 -4.30 1.29  0.112
H -3.68 -5.46 2.79  0.119
H -1.64 -5.58 3.93  0.119
H 0.63 -4.73 4.43  0.113
H 1.49 -2.81 3.16  0.110
H 3.37 -0.92 2.27  0.104
H 5.47 -2.10 1.85  0.109
H 5.55 -3.97 0.24  0.107
H 3.50 -4.63 -0.99  0.110
H 1.40 -3.42 -0.61  0.056
H -0.48 -0.19 3.58  0.100
H -0.10 1.93 4.79  0.106
H 1.58 3.55 3.95  0.107
H 2.87 3.03 1.90  0.113
H 2.48 0.94 0.68  0.093
S -0.12 -4.56 -2.89  0.604
C -0.47 -3.21 -2.11  -0.961
N -0.79 -2.26 -1.48  -0.175
N 1.50 -0.44 -1.95  0.012
C 2.48 0.14 -2.18  -0.161
C 3.66 0.82 -2.42  -0.260
C 4.67 0.79 -1.42  -0.241
N 5.47 0.78 -0.58  0.134
C 3.79 1.64 -3.58  -0.234
N 3.89 2.31 -4.51  0.131
C -1.04 6.07 -0.12  -0.088
C -2.06 5.17 -0.41  -0.075
C -1.76 3.88 -0.83  -0.041
C -0.44 3.47 -0.98  -0.221
C 0.58 4.38 -0.67  -0.037
C 0.28 5.67 -0.25  -0.077
C -0.05 2.10 -1.39  -0.143
C -0.80 1.20 -2.07  -0.328
C -1.93 1.46 -2.96  -0.269
C -1.90 2.58 -3.79  -0.029
C -2.92 2.82 -4.69  -0.068
C -4.00 1.95 -4.77  -0.081
C -4.03 0.82 -3.97  -0.075
C -2.99 0.57 -3.09  -0.074
H -1.28 7.07 0.21  0.102
H -3.10 5.47 -0.30  0.104
H -2.57 3.19 -1.05  0.108
H 1.61 4.07 -0.78  0.115
H 1.08 6.36 -0.03  0.104
H 0.95 1.82 -1.06  0.062
H -1.05 3.26 -3.74  0.126
H -2.88 3.69 -5.34  0.106
H -4.80 2.14 -5.48  0.103
H -4.84 0.11 -4.06  0.104
H -2.98 -0.35 -2.51  0.063

## Properties
E_HOMO: -7.85 eV
relative energy (zero: lowest compared OMol25 entry of this formula, charge and spin): 27.26 kcal per mole
gap between HOMO and LUMO: 6.755 eV
LUMO: -0.040 Ha
F_max: 1.8 eV Å⁻¹

- Which formula does entry 1 have?
  C41H27AsErF6N4O7S4